Molecular formula: C22H19NO3
Method: DFT, ωB97M-V/def2-TZVPD

Geometry as XYZ:
```
45
Properties=species:S:1:pos:R:3:forces:R:3
C -2.399428 3.129664 -1.470145 -0.749 1.913 -6.575
H -2.877106 2.812428 -2.537132 0.388 1.074 2.252
H -2.987308 2.634217 -0.781930 -1.002 -0.441 1.901
H -2.306340 4.230870 -1.508616 -0.904 -0.501 0.674
C -1.059784 2.605380 -1.658235 3.826 -1.006 6.459
C -0.310068 2.784608 -0.105276 1.823 -3.602 -4.589
C 0.769732 2.059316 0.216164 3.378 -6.565 -8.948
C 1.664590 2.019321 1.175184 -0.339 4.363 5.015
C 1.248777 2.933263 2.193690 0.007 -0.388 3.269
C -0.012277 3.650972 2.019943 9.838 0.693 13.740
C -0.490638 3.504016 0.954924 -13.664 5.105 -12.504
H -1.389992 4.208293 0.686942 0.881 -0.651 1.006
H -0.412452 4.425759 2.651769 0.444 -0.271 0.793
H 1.775867 2.897998 3.236966 -0.806 0.417 -2.244
C 2.837937 1.191046 1.395259 0.723 2.925 5.229
O 3.711119 1.647718 2.265700 -2.914 -2.702 -4.493
C 2.590167 -0.155372 0.935850 8.816 -0.003 0.859
C 1.512406 -0.874477 0.932421 -3.424 -4.092 -2.161
C 1.633802 -2.349512 0.291100 -9.150 5.920 4.571
C 2.759322 -2.778052 0.018692 8.978 -5.485 -6.668
C 3.991267 -2.015546 -0.096781 -3.837 5.285 6.251
C 4.017543 -0.746036 0.713406 -4.943 -5.374 -4.839
H 4.935994 -0.281089 0.683088 1.464 1.722 0.629
H 4.865368 -2.488551 -0.177931 3.311 -1.801 -1.127
H 2.977869 -3.839122 -0.699891 -1.326 2.660 2.593
H 0.630796 -2.847997 0.268732 1.315 0.140 -0.161
H 0.495991 -0.415852 1.175117 1.497 -0.999 -0.370
H 1.371990 1.157239 -0.694461 -2.528 2.622 1.807
C -1.139230 1.114250 -1.675007 2.016 -3.122 -8.397
O -0.892956 0.562186 -2.823054 -0.219 1.993 2.312
N -1.493986 0.257687 -0.755936 -1.609 9.189 5.125
C -1.733380 -1.015565 -0.740599 -1.699 -4.393 4.629
C -1.558865 -1.990240 -1.657734 1.910 7.117 -5.959
C -1.831024 -3.215009 -1.547340 -4.012 -0.061 8.908
C -2.169852 -3.741969 -0.265641 0.782 -3.001 1.676
C -2.207021 -3.065317 0.885847 0.102 7.697 -5.003
C -2.104297 -1.585450 0.452595 -1.579 -0.983 8.091
H -2.408624 -0.918355 1.696641 1.173 -1.184 -4.296
H -2.597101 -3.329721 1.790960 -0.461 -0.787 2.167
O -2.189023 -5.106477 0.118181 -0.584 -1.382 -4.601
H -2.305206 -5.665871 -0.743409 0.312 1.199 2.404
H -1.551572 -3.909205 -2.046682 3.079 -7.870 -7.577
H -1.268949 -1.457161 -2.602875 0.153 -1.435 0.389
H -1.881042 0.950171 0.105245 1.315 -3.404 -2.120
H -0.213021 3.015546 -2.275743 -1.783 -0.528 -0.117
```
Positions in Å, forces in eV/Å.

Properties
relative energy (zero: lowest compared OMol25 entry of this formula, charge and spin): 1703.0 kJ/mol
total charge: 0
F_max: 19.21 eV/Å
HOMO level: -8.38 eV
electronic energy: -1129.62977 hartree